1.
The molecule C5H11N. Source: the Open Molecules 2025 dataset; level of theory: the ωB97M-V functional and the def2-TZVPD basis.

Last column: natural (NBO) charge in e.
Element x y z (Å)
H (2.083, 1.091, 0.037)  0.213
C (0.486, -1.247, -0.435)  -0.210
H (-2.636, -0.494, -1.075)  0.206
H (0.932, -1.193, 1.740)  0.164
H (2.328, 0.844, 1.774)  0.210
C (1.020, -0.589, 0.829)  -0.021
H (-0.997, 1.716, 0.280)  0.179
C (2.227, 0.330, 0.811)  -0.630
H (1.019, -1.085, -1.379)  0.170
H (-2.794, 1.263, -1.267)  0.212
C (-1.308, 0.662, 0.204)  -0.182
H (-1.394, 0.419, -1.948)  0.210
H (3.164, -0.202, 0.612)  0.210
H (-1.962, 0.460, 1.070)  0.170
C (-2.082, 0.451, -1.095)  -0.607
H (0.064, -2.254, -0.350)  0.168
N (-0.149, -0.171, 0.190)  -0.464

Cartesian forces (eV/Å) of the 2 atoms listed first:
H 0.1 -0.1 0.0
C 0.1 -0.2 -0.3

Summary:
- ΔE to the lowest compared entry with this formula, charge and spin: 189.8 kJ/mol
- Lowest unoccupied orbital energy: 0.04166 Eh
- SMILES string: CCN1C[C@H]1C
- HOMO: -7.92 eV


2.
The ion C29H33N4O3S2 with charge +1 at a distorted geometry. Source: the Open Molecules 2025 dataset; level of theory: the ωB97M-V functional and the def2-TZVPD basis.

Last column: natural (NBO) charge in e.
Element x y z (Å)
H (-5.429, 1.163, -1.869)  0.210
S (4.157, -0.023, 1.340)  2.336
C (3.803, 2.566, 1.656)  -0.264
C (-3.391, 1.628, -2.334)  -0.421
C (4.430, 2.274, -1.190)  -0.478
H (-5.047, -3.722, 3.108)  0.229
H (-1.260, -4.811, 1.448)  0.234
H (4.283, 1.424, -1.861)  0.220
H (-5.512, 0.634, 1.631)  0.212
H (-3.202, -5.234, 4.341)  0.234
N (-1.850, -0.309, -1.932)  -0.486
C (3.077, 2.749, -0.731)  0.083
C (0.398, 0.244, -0.113)  -0.121
C (2.875, -0.610, -1.049)  -0.220
H (1.303, 3.543, 2.036)  0.216
C (-3.110, -5.564, 3.308)  -0.637
H (-3.947, -6.230, 3.102)  0.234
C (0.555, 3.658, 0.034)  -0.229
H (-2.186, -6.123, 3.199)  0.225
H (-3.868, 2.964, 0.891)  0.207
H (-0.556, 0.595, 0.251)  0.204
H (3.334, 2.189, 2.566)  0.244
H (-6.192, 1.981, 0.708)  0.207
H (4.893, 3.066, -1.784)  0.238
N (4.688, 1.535, 1.172)  -0.656
H (-3.668, 2.159, -3.245)  0.244
C (-4.334, -2.426, 1.582)  -0.202
C (-5.680, 1.018, 0.626)  -0.419
C (-3.148, -4.392, 2.386)  0.031
H (4.409, 3.441, 1.920)  0.226
C (2.775, 2.927, 0.617)  -0.067
H (-2.532, 2.154, -1.916)  0.216
C (-4.603, 1.710, -1.406)  -0.221
H (-2.616, 0.207, -3.753)  0.263
H (1.888, -0.889, -2.938)  0.234
C (-3.294, -2.186, 0.691)  0.083
C (0.549, -0.152, -1.444)  -0.210
C (-2.083, -1.189, -0.932)  0.345
H (2.316, 2.852, -2.726)  0.221
C (5.379, 1.890, -0.042)  -0.232
N (-4.399, 1.146, -0.065)  -0.460
H (-0.413, 4.030, 0.336)  0.210
H (-6.324, 0.328, 0.084)  0.214
C (-2.973, 0.204, -2.720)  -0.234
C (1.791, -0.583, -1.908)  -0.107
C (-0.555, -0.001, -2.415)  0.693
H (-5.191, -1.774, 1.611)  0.223
C (-3.478, 1.954, 0.731)  -0.429
N (-3.189, -1.153, -0.214)  -0.537
H (-3.330, 1.482, 1.702)  0.218
H (0.095, 3.648, -2.062)  0.215
S (-1.052, -2.541, -0.567)  0.480
O (-0.415, 0.430, -3.527)  -0.521
H (6.039, 2.729, 0.200)  0.213
O (5.175, -0.892, 0.844)  -0.925
C (0.840, 3.451, -1.306)  -0.210
C (2.092, 3.003, -1.681)  -0.230
H (-3.806, -0.203, -0.178)  0.453
H (1.402, 0.520, 1.768)  0.250
H (-3.810, -0.490, -2.639)  0.214
H (3.844, -0.961, -1.369)  0.254
C (1.520, 3.392, 0.988)  -0.205
C (-4.246, -3.522, 2.413)  -0.190
C (2.719, -0.177, 0.253)  -0.291
C (1.487, 0.227, 0.734)  -0.201
C (-2.198, -3.059, 0.652)  -0.119
O (3.672, -0.170, 2.677)  -0.932
H (5.996, 1.034, -0.313)  0.246
H (-2.515, 2.031, 0.233)  0.210
H (-4.906, 2.762, -1.321)  0.204
C (-2.113, -4.155, 1.493)  -0.240

Cartesian forces (eV/Å) of the 2 atoms listed first:
H 0.0 0.0 0.0
S -0.1 -0.1 0.1

Summary:
- ΔE to the lowest compared entry with this formula, charge and spin: 0.0 kJ/mol
- Lowest unoccupied orbital energy: -0.12117 Eh
- Net charge: +1
- HOMO: -11.36 eV


3.
The molecule C8H10O5S at a distorted geometry. Source: the Open Molecules 2025 dataset; level of theory: the ωB97M-V functional and the def2-TZVPD basis.

Last column: natural (NBO) charge in e.
Element x y z (Å)
S (3.606, -1.283, -0.313)  1.822
H (-3.897, 1.104, -1.360)  0.192
C (-3.184, 0.648, -1.905)  -0.071
C (1.273, -0.008, 2.243)  -0.485
H (-2.539, -1.403, -1.604)  0.223
H (2.941, -1.170, 2.993)  0.191
H (-3.228, 1.101, -2.945)  0.190
H (-4.167, -1.215, -2.555)  0.225
H (-4.025, -0.943, -0.737)  0.215
C (1.505, 0.631, -0.442)  0.068
C (0.893, 0.512, 0.901)  0.091
C (-1.445, 1.052, -0.297)  0.739
O (2.212, -0.433, -1.021)  -0.756
C (-3.530, -0.827, -1.747)  -0.643
C (-0.045, 0.892, 0.012)  -0.090
O (4.641, -0.407, -0.122)  -0.899
H (2.028, 1.593, -0.690)  0.173
O (2.839, -1.571, 1.158)  -0.732
O (-1.851, 0.847, -1.543)  -0.489
H (0.699, -0.844, 2.606)  0.240
H (3.535, 0.130, 1.840)  0.184
C (2.709, -0.634, 2.161)  -0.054
H (1.236, 0.830, 2.804)  0.245
O (-2.205, 1.397, 0.563)  -0.578

Cartesian forces (eV/Å) of the 2 atoms listed first:
S -7.2 -2.3 0.0
H -1.8 2.4 2.2

Summary:
- ΔE to the lowest compared entry with this formula, charge and spin: 106.3 kJ/mol
- Lowest unoccupied orbital energy: 0.01700 Eh
- HOMO: -9.50 eV


4.
The ion C3H8N3 with charge +1 at a distorted geometry. Source: the Open Molecules 2025 dataset; level of theory: the ωB97M-V functional and the def2-TZVPD basis.

Last column: natural (NBO) charge in e.
Element x y z (Å)
C (0.834, 0.200, 0.431)  0.341
H (0.040, -1.388, 1.272)  0.446
N (-0.933, 1.372, 0.310)  -0.650
H (-0.835, 2.296, 0.182)  0.403
H (-1.588, -1.671, -1.012)  0.259
H (-2.779, 0.550, -0.616)  0.258
H (0.682, -1.573, -0.354)  0.461
N (0.092, -1.055, 0.311)  -0.551
N (1.749, 0.449, -0.522)  -0.786
C (-1.670, 0.454, -0.237)  0.067
C (-1.186, -0.830, -0.394)  -0.338
H (1.464, 0.373, -1.555)  0.433
H (1.250, 0.407, 1.353)  0.221
H (2.564, 0.953, -0.242)  0.435

Cartesian forces (eV/Å) of the 2 atoms listed first:
C -1.3 2.3 -1.9
H -0.3 -0.9 -0.1

Summary:
- ΔE to the lowest compared entry with this formula, charge and spin: 419.3 kJ/mol
- Lowest unoccupied orbital energy: -0.14618 Eh
- Net charge: +1
- HOMO: -12.49 eV


Orbital gap (computed, Eh): 0.33268, 0.29647, 0.36605, 0.31293